No. 1
C2H5BrO | ωB97M-V/def2-TZVPD

```
9
Properties=species:S:1:pos:R:3:forces:R:3
C 0.452253 0.159922 0.340960 2.302 -1.444 -5.096
C -0.737694 -0.683469 0.112164 -0.195 -1.735 1.583
O 0.998876 0.749213 -1.248663 -2.855 -5.518 2.758
Br -2.320231 0.391976 -0.339805 0.557 -0.623 0.185
H 1.302756 -0.370307 0.758120 0.118 -0.649 -0.553
H 0.423546 0.980363 0.911678 -1.052 3.373 1.810
H -0.918149 -1.337183 1.099753 0.030 1.659 -2.083
H -0.498316 -1.431538 -0.674451 -0.517 0.742 0.290
H 1.296958 1.541024 -0.959758 1.612 4.195 1.106
```
Positions in Å, forces in eV/Å.

Summary:
LUMO in Eh: 0.03072
Frontier orbital gap in eV: 11.12
Net charge: 0
HOMO in eV: -10.281
ΔE to the lowest compared entry with this formula, charge and spin in kJ/mol: 168.52

No. 2
C5H10O | ωB97M-V/def2-TZVPD

```
16
Properties=species:S:1:pos:R:3:forces:R:3
C -0.198534 -1.433972 1.002207 -0.016 -0.074 0.029
C 0.206459 -0.087788 0.409533 -0.025 0.003 0.042
C 1.658288 -0.075080 -0.062447 0.048 -0.014 -0.020
C -0.745314 0.260275 -0.719748 -0.062 0.005 0.117
C -1.196130 2.603448 -1.026163 -0.057 -0.594 -0.055
O -0.413329 1.585009 -1.204727 -0.099 0.397 -0.134
H -1.233811 -1.419119 1.362999 0.164 -0.010 -0.047
H 0.450106 -1.693653 1.843375 -0.073 -0.002 -0.097
H -0.113029 -2.227131 0.249697 0.006 0.070 0.112
H 0.078965 0.690660 1.176029 0.019 -0.123 -0.082
H 2.335080 -0.287914 0.771068 -0.077 0.013 -0.113
H 1.928145 0.896602 -0.486577 -0.031 -0.156 0.074
H 1.816481 -0.838576 -0.834222 -0.005 0.078 0.103
H -0.667167 -0.433932 -1.564725 0.095 0.143 0.117
H -2.125219 2.160564 -0.550844 0.071 0.363 0.022
H -1.780992 0.300607 -0.365456 0.043 -0.099 -0.068
```
Positions in Å, forces in eV/Å.

Summary:
LUMO in Eh: 0.03023
Frontier orbital gap in eV: 9.40
Net charge: 0
HOMO in eV: -8.575
ΔE to the lowest compared entry with this formula, charge and spin in kJ/mol: 311.92

No. 3
C22H58BN12O19 | ωB97M-V/def2-TZVPD

```
112
Properties=species:S:1:pos:R:3:forces:R:3
O 1.177819 3.424333 -3.371242 -0.460 -3.140 1.978
C 0.936913 2.318509 -2.848499 -0.348 2.915 -0.960
O 0.662738 2.049102 -1.557640 -0.352 0.700 -1.198
B 0.196734 0.635790 -1.422236 1.012 0.179 0.439
O 0.553233 0.080526 -2.732028 -1.040 -0.834 -1.226
C 0.788820 1.002546 -3.639784 1.578 -0.339 -3.656
O 1.006100 0.857871 -4.883495 -1.096 0.339 4.951
O -1.203870 0.437235 -0.948004 -0.273 -0.413 0.411
C -1.234249 -0.233924 0.218299 -1.896 0.447 1.632
O -2.224737 -0.517549 0.915715 2.745 0.776 -2.469
C 0.242634 -0.486068 0.635721 1.667 -1.512 -0.450
O 1.006421 -0.028257 -0.424908 -0.643 -0.935 2.663
O 0.648278 -1.124220 1.600668 -0.927 1.850 -2.136
O 1.359165 -7.667467 4.020971 0.201 -0.180 -0.090
H 1.380541 -6.719373 3.891013 0.017 0.250 -0.051
H 0.591617 -7.816763 4.573079 -0.236 -0.056 0.139
C -1.619470 4.971577 -12.148713 1.355 2.360 -4.485
O -1.001493 5.612070 -13.011358 -0.395 -0.417 0.112
N -2.820052 4.478177 -12.333756 -3.984 -1.417 -0.537
N -1.117739 4.716603 -11.001395 1.881 -1.089 4.748
H -3.358846 4.565778 -13.183540 0.629 0.387 0.113
H -3.330540 4.037362 -11.581971 0.237 0.039 -0.176
H -0.118870 4.798574 -10.876293 -0.388 0.133 0.140
H -1.689262 4.231964 -10.324217 0.672 -0.005 0.100
C -6.681330 0.629386 7.162275 1.111 -1.689 1.231
O -5.670888 0.373734 7.821292 -0.051 0.152 -1.399
N -6.979623 0.460612 5.880830 0.948 -0.184 -2.988
N -7.810393 0.912375 7.801134 -1.244 0.917 2.053
H -7.881185 0.791770 5.568363 0.436 -0.464 -0.197
H -6.383736 -0.028853 5.228575 0.023 0.412 0.184
H -7.553135 0.962978 8.776514 -1.087 0.780 0.190
H -8.516008 1.440437 7.307811 -0.098 0.039 0.944
C 5.610157 8.517836 -3.631579 3.216 0.448 -1.947
O 6.747974 8.932473 -3.476435 0.409 -0.365 0.205
N 5.149273 7.940072 -4.736663 0.498 -1.916 -4.064
N 4.628223 8.655289 -2.839897 -3.603 1.046 4.520
H 4.293763 7.404163 -4.768654 0.246 0.089 0.342
H 5.844380 7.564483 -5.365832 -0.035 0.325 -0.009
H 3.720487 8.497528 -3.253689 -0.040 0.151 1.182
H 4.838077 8.899187 -1.882521 -0.704 0.189 -0.220
C -3.581603 -7.046939 0.307471 1.944 -2.107 1.571
O -3.705884 -7.883362 1.189898 -0.394 0.027 0.434
N -4.491628 -6.740147 -0.558256 -5.291 0.481 -2.139
N -2.436040 -6.490101 -0.027481 2.416 1.253 -0.070
H -4.490534 -6.011863 -1.258044 0.374 -0.193 0.342
H -5.401998 -7.107820 -0.321292 0.022 0.164 -0.232
H -1.595152 -6.776566 0.453093 -0.145 0.522 -0.247
H -2.518388 -5.757424 -0.717771 1.082 -0.142 0.326
C -3.016930 -4.771830 8.064013 2.627 0.354 -1.225
O -2.649421 -5.770559 7.541168 0.848 -3.203 -2.239
N -2.414636 -3.599226 7.817753 0.426 0.897 -0.154
N -3.909254 -4.755901 8.971847 -4.414 0.517 4.634
H -1.912293 -3.722535 6.950272 0.093 1.138 0.051
H -2.919744 -2.783982 8.134534 0.484 0.333 -0.882
H -3.847099 -4.024730 9.665847 -0.400 -0.165 -0.062
H -4.342330 -5.619873 9.265256 0.332 0.160 -0.143
C -7.982928 0.654429 -4.165629 1.184 -1.322 -4.110
O -7.354397 0.067638 -5.019716 1.235 -1.440 -0.705
N -7.630863 0.808313 -2.950494 2.083 0.041 4.752
N -9.082848 1.254748 -4.469949 -4.094 2.252 -0.401
H -6.702114 0.454467 -2.770692 -0.165 0.391 0.658
H -8.117696 1.489062 -2.385106 0.712 -0.427 0.336
H -9.418290 1.227021 -5.422221 0.058 0.327 0.447
H -9.351358 1.921268 -3.760201 -0.992 0.168 -0.988
C 5.524321 -1.414345 6.969654 -0.394 0.658 0.428
C 6.500925 -0.562932 7.823885 -2.387 -1.403 -0.434
C 6.597567 -1.167577 9.187359 -0.447 0.468 0.412
O 7.710567 -0.523343 7.185735 1.645 0.396 -0.602
H 5.675790 -2.493762 6.973937 0.376 0.056 0.221
H 5.544332 -1.079856 5.932440 -0.105 0.043 -0.093
H 4.536008 -1.211723 7.382297 -0.274 -0.174 -0.264
H 6.066486 0.436636 7.838701 -0.121 0.291 0.396
H 7.108926 -2.126565 9.103961 0.351 0.218 0.377
H 5.594890 -1.364674 9.566685 -0.128 -0.114 -0.122
H 6.992530 -0.431403 9.887471 0.680 -0.452 0.124
H 7.444907 -0.155624 6.339677 0.803 0.009 -0.448
C 8.405763 -0.151246 -2.256931 -1.444 -1.531 0.294
C 8.304723 -1.165673 -0.995057 1.013 1.157 -0.949
C 8.752969 -2.591317 -1.322260 -1.398 0.253 -0.852
O 9.166719 -0.705539 0.041308 -0.192 0.433 0.099
H 8.119315 0.887447 -2.092141 0.947 0.121 0.888
H 7.592336 -0.336225 -2.958507 -0.203 -0.874 -0.147
H 9.292031 -0.309387 -2.871454 0.349 0.323 0.424
H 7.281800 -1.137483 -0.619608 0.115 -0.035 0.115
H 7.953171 -2.978504 -1.953539 0.235 -0.385 -0.452
H 8.789328 -3.275083 -0.474173 0.173 0.447 0.237
H 9.692927 -2.591642 -1.874140 0.044 -0.069 0.042
H 10.022947 -0.693262 -0.392672 0.352 0.164 0.309
C -0.773514 5.581258 4.082339 1.249 1.355 0.102
C -0.508519 7.011046 3.545647 -0.722 -1.135 -2.894
C -1.682061 7.333760 2.619273 -1.053 -1.135 -0.558
O -0.259642 8.077191 4.376048 0.238 0.223 1.478
H -0.713956 4.951550 3.194636 -0.432 -0.187 0.217
H -1.727498 5.525905 4.606700 0.150 -0.347 0.119
H 0.116321 5.342424 4.664772 -0.412 -0.370 0.596
H 0.365167 6.875547 2.908132 0.280 0.317 0.073
H -2.021465 6.387337 2.198341 0.123 -0.187 -0.308
H -1.597417 7.972876 1.740368 0.555 0.462 0.449
H -2.580476 7.599073 3.176547 0.054 0.551 0.344
H -1.056137 8.141847 4.908045 -0.025 0.445 0.375
C -1.468809 -6.903335 -5.899568 -0.584 -0.088 0.120
C -1.943553 -5.476389 -6.148855 0.899 0.296 -0.748
C -1.498089 -5.001880 -7.596332 -0.711 0.853 1.840
O -3.297745 -5.312580 -5.839544 -1.526 -0.874 -0.458
H -2.110759 -7.655801 -6.357591 -0.184 0.116 -0.160
H -1.475479 -7.090100 -4.825710 0.158 -0.155 -0.017
H -0.470052 -7.054613 -6.309070 0.054 0.144 0.195
H -1.508753 -4.892156 -5.337851 1.191 0.481 -0.609
H -1.861439 -5.581463 -8.444950 0.540 -0.699 0.334
H -0.429493 -4.835344 -7.460438 0.150 -0.454 -0.821
H -1.896264 -4.015130 -7.832737 -0.122 0.316 0.373
H -3.586137 -4.429895 -6.083038 0.131 0.078 -0.018
```
Positions in Å, forces in eV/Å.

Summary:
LUMO in Eh: 0.05789
Frontier orbital gap in eV: 9.19
Net charge: -1
HOMO in eV: -7.614

No. 4
C4H5NO4 | ωB97M-V/def2-TZVPD

```
14
Properties=species:S:1:pos:R:3:forces:R:3
C -1.736823 1.771686 -0.012069 -1.239 3.495 -0.682
C -0.748088 0.714949 -0.031289 0.854 1.015 -0.355
C -1.045045 -0.584920 -0.077622 0.550 -3.418 1.458
O -2.205735 -1.310531 0.242065 2.592 -2.365 1.119
O 0.063801 -1.369595 -0.298222 -1.504 -0.433 0.758
N 1.153705 -0.515126 -0.436933 -0.289 2.059 -0.723
O 2.229273 -0.996709 0.213768 0.491 -0.747 -0.621
C 0.732426 0.884975 -0.150336 3.674 -1.429 2.194
O 1.714970 1.628455 0.202932 -4.763 -1.603 -1.607
H -2.676784 1.589391 0.558700 0.763 -0.398 -0.452
H -1.293710 2.745515 0.524411 -0.911 -1.909 -1.743
H -2.065138 1.923540 -1.168296 0.699 0.383 2.822
H -1.964706 -2.326566 0.775221 -0.508 4.800 -2.633
H 2.291115 -0.659100 1.112052 -0.411 0.550 0.465
```
Positions in Å, forces in eV/Å.

Summary:
Structure (SMILES): Cc1c(O)on(O)c1=O
LUMO in Eh: -0.00989
Frontier orbital gap in eV: 9.08
Net charge: 0
HOMO in eV: -9.349
ΔE to the lowest compared entry with this formula, charge and spin in kJ/mol: 543.55